(1)
ORCA calculation (ωB97M-V/def2-TZVPD) on C19H15Br2CoN5 as an isolated structure at a distorted geometry.

Structure (ORCA input):
```
! RIJCOSX wB97M-V def2-TZVPD def2/J DEFGRID3
* xyz 0 4
Co -0.1708 -0.0916 -0.3661
Br -3.1792 5.4014 1.7727
C -2.3040 3.9159 1.0519
C -0.9236 3.7559 1.2177
C -0.3086 2.6285 0.7941
N -0.9256 1.6217 0.1921
C -2.3141 1.7374 -0.0365
C -3.0002 2.9129 0.4256
C -2.9106 0.6121 -0.6203
C -4.2490 0.4867 -1.0646
C -4.7251 -0.7624 -1.4990
Br -6.4761 -0.8305 -2.2211
C -3.8751 -1.8938 -1.4258
C -2.6010 -1.6488 -1.0433
N -2.0639 -0.4632 -0.7572
H -0.3870 4.5798 1.6572
H 0.7655 2.4040 0.9996
H -4.0557 2.8932 0.2456
H -4.9004 1.3463 -1.1130
H -4.2851 -2.8046 -1.7505
H -1.9540 -2.5119 -1.0680
N 0.6863 -2.3966 -2.1196
C 1.1977 -3.6185 -2.0781
C 1.3497 -3.9758 -0.7603
C 0.8829 -2.8475 -0.0780
N 0.4976 -1.8995 -0.8994
H 0.4005 -1.8563 -2.9520
H 1.3216 -4.1665 -2.9912
H 1.7980 -4.8697 -0.3699
H 0.8185 -2.6467 0.9964
N 1.5864 0.5511 -0.2799
C 2.6456 0.4273 0.4903
C 3.9564 0.7113 -0.0281
C 5.0585 0.7312 0.7904
C 5.0012 0.3548 2.1502
C 3.7712 0.0493 2.6997
C 2.6469 0.0289 1.9054
H 3.9662 1.0371 -1.0521
H 6.0217 0.9847 0.3682
H 5.9458 0.4616 2.7276
H 3.6434 -0.1819 3.7576
H 1.6477 -0.1672 2.3316
*
```

Its HOMO energy (spin up / spin down) is -0.2006 / -0.2901 hartree. As for the total energy: -205106.5063 eV. The LUMO energy (spin up / spin down) is 0.0144 / -0.0174 hartree. As for the expectation value of S²: 3.836. The value obtained for the max |F| is 0.048 Eh/bohr.


(2)
ORCA calculation (ωB97M-V/def2-TZVPD) on C19H20ClFeN4O as an isolated structure.

Structure (ORCA input):
```
! RIJCOSX wB97M-V def2-TZVPD def2/J DEFGRID3
* xyz 1 5
Fe 0.2266 -0.1663 -0.4348
Cl 1.1762 5.4443 3.8686
C 1.3349 4.0480 2.8493
C 2.2339 4.0690 1.7762
C 2.3778 2.9703 0.9620
C 1.6020 1.8067 1.1472
O 1.7569 0.7791 0.3473
C 0.7017 1.8023 2.2452
C -0.0933 0.6408 2.5637
N -0.3540 -0.2746 1.7072
C -1.0496 -1.4513 2.0400
C -1.8921 -1.6633 3.0946
C -2.4712 -2.9359 3.3025
C -2.1843 -3.9783 2.4693
C -1.3280 -3.7813 1.3579
C -0.9577 -4.8169 0.4684
C -0.1344 -4.5439 -0.5839
C 0.2899 -3.2188 -0.7829
N -0.0272 -2.2247 0.0202
C -0.8022 -2.5027 1.1214
C 0.6036 2.9211 3.0976
H 2.8261 4.9586 1.6027
H 3.1104 2.9679 0.1637
H -0.4627 0.5645 3.5897
H -2.1214 -0.8591 3.7825
H -3.1352 -3.0804 4.1436
H -2.6078 -4.9598 2.6391
H -1.3266 -5.8211 0.6408
H 0.1827 -5.3136 -1.2728
H 0.9060 -2.9729 -1.6401
H -0.0677 2.8903 3.9483
N -1.5282 1.2236 -0.3096
C -1.9354 2.2092 -1.3350
C -0.7251 2.9146 -1.9135
C 0.0427 2.0449 -2.8902
N 0.8063 0.9754 -2.2036
H -2.3438 0.7059 0.0024
H -1.1855 1.7219 0.5072
H -2.6367 2.9309 -0.9132
H -2.4590 1.6739 -2.1293
H -0.0634 3.2514 -1.1063
H -1.0569 3.8120 -2.4371
H 0.7213 2.6561 -3.4865
H -0.6561 1.5683 -3.5789
H 1.5983 1.3767 -1.7029
H 1.2069 0.3670 -2.9124
*
```

Its HOMO energy (spin up / spin down) is -0.3856 / -0.3906 hartree. As for the total energy: -74941.9986 eV. The LUMO energy (spin up / spin down) is -0.1284 / -0.1306 hartree. As for the expectation value of S²: 6.010. The value obtained for the max |F| is 0.018 Eh/bohr.


(3)
ORCA calculation (ωB97M-V/def2-TZVPD) on a 2-piece molecular cluster, C4H14Si3 overall at a distorted geometry.

Structure (ORCA input):
```
! RIJCOSX wB97M-V def2-TZVPD def2/J DEFGRID3
* xyz 0 1
C 2.7596 -0.7414 1.2175
C 2.4615 0.3467 -1.8268
C -1.4581 -1.1642 1.2982
C -1.5104 -0.1164 -1.5573
Si -2.8832 2.4662 1.1995
Si 1.5682 -0.7567 -0.4768
Si -0.5462 -0.0389 0.0140
H 3.2151 -1.7600 1.4503
H 3.6469 -0.1553 1.0542
H 2.3876 -0.3023 2.1449
H 3.1289 -0.1981 -2.3571
H 1.8296 0.7846 -2.5353
H 2.9602 1.2184 -1.4638
H -0.6903 -1.9775 1.5670
H -1.6731 -0.8647 2.3095
H -2.3452 -1.5317 0.7734
H -0.9528 0.4082 -2.4510
H -1.5427 -1.1997 -1.7323
H -2.5817 0.0888 -1.6206
H -3.4467 3.9045 1.6492
H -4.3274 1.5894 1.3433
*
```

Its HOMO energy is -0.2562 hartree. As for the total energy: -28002.4669 eV. The LUMO energy is -0.0545 hartree. The calculation puts the energy relative to the best compared isomer or geometry (same formula, charge and spin) at 35.06 kcal/mol. The value obtained for the max |F| is 0.066 Eh/bohr.


Q: The highest max |F| belongs to which entry?
A: C4H14Si3